Record 1
Here is a single C11H20N4O molecule at a distorted geometry from the OMol25 dataset. Energies are from ωB97M-V/def2-TZVPD.

XYZ file:
```
36
C11H20N4O (ωB97M-V/def2-TZVPD)
C 1.239 4.879 -0.730
C -0.005 3.786 -0.612
C -0.270 2.998 -2.004
C 0.850 2.284 -2.485
N 1.040 1.316 -1.560
C 0.773 0.086 -1.709
O 0.232 -0.202 -2.617
N 1.022 -0.876 -0.850
H 1.429 -0.471 0.001
C 0.465 -2.195 -0.621
C -0.379 -2.312 0.276
C -0.509 -2.988 1.416
N -1.805 -2.609 2.347
N -2.267 -1.822 1.608
C -1.795 -1.481 0.465
H -1.951 -0.682 -0.120
C -2.105 -3.149 3.682
H -2.160 -4.226 3.518
H -1.366 -3.157 4.263
H -2.879 -2.725 3.782
C 0.397 -3.991 2.032
H 1.036 -3.687 3.047
H 0.091 -5.055 2.132
H 1.498 -4.072 1.453
H 1.168 -3.048 -0.759
H 0.012 -2.445 -1.615
H 1.563 1.613 -0.597
H 0.639 1.704 -3.558
H 1.882 3.020 -2.673
H -1.093 2.541 -1.792
H -0.484 3.843 -2.876
H -0.979 4.465 -0.455
H 0.294 3.134 0.088
H 0.908 5.714 -1.535
H 2.105 4.485 -0.978
H 1.404 5.322 0.035
```

As for the HOMO-LUMO gap: 8.85 eV. The charge is 0. As for the max |F|: 0.37128 Eh/bohr. The calculation puts the LUMO energy at 0.666 eV. Its HOMO energy is -0.3009 hartree. The energy above the lowest of the compared OMol25 structures with the same formula, charge and spin comes out at 336.9 kcal per mole.

---

Record 2
Here is 2 unconnected molecules or ions with the total composition C10H13NO3S at a distorted geometry from the OMol25 dataset. Energies are from ωB97M-V/def2-TZVPD.

XYZ file:
```
28
C10H13NO3S (ωB97M-V/def2-TZVPD)
C 2.754 0.828 2.333
C 1.515 0.614 3.022
C 2.692 1.474 1.049
C 0.360 0.860 2.373
C 1.533 1.718 0.419
C 0.314 1.406 1.047
C -1.640 -1.443 0.319
C -0.538 -1.454 -3.425
C -0.907 1.638 0.234
C -0.617 -0.932 -0.329
N -2.144 1.315 0.455
O -2.545 0.754 1.524
O -2.261 0.140 -2.269
O 0.143 0.686 -2.271
S -0.910 -0.336 -2.089
H 3.712 0.528 2.764
H 1.462 0.311 4.059
H 3.625 1.868 0.708
H -0.551 0.697 2.912
H 1.432 2.158 -0.535
H -2.518 -1.929 -0.132
H -2.751 1.285 -0.372
H -1.597 -1.528 1.362
H 0.464 -1.876 -3.244
H -1.262 -2.261 -3.596
H -0.555 -0.737 -4.239
H -0.756 2.352 -0.632
H 0.263 -0.565 0.110
```

As for the HOMO-LUMO gap (alpha / beta): 8.37 / 8.37 eV. The charge is 0. As for the max |F|: 0.07285 Eh/bohr. The calculation puts the LUMO energy (alpha / beta) at 0.122 / 0.123 eV. Its HOMO energy (alpha / beta) is -0.3032 / -0.3031 hartree. The energy above the lowest of the compared OMol25 structures with the same formula, charge and spin comes out at 103.8 kcal per mole.

---

Record 3
Here is a molecular structure, C8H8N at a distorted geometry from the OMol25 dataset. Energies are from ωB97M-V/def2-TZVPD.

XYZ file:
```
17
C8H8N (ωB97M-V/def2-TZVPD)
C -1.922 -1.016 0.148
C -2.430 0.180 -0.423
C -0.621 -0.971 0.614
C -1.657 1.366 -0.310
C 0.068 0.246 0.609
C 1.917 0.221 -0.011
C 2.138 0.325 -1.264
C 1.427 0.290 1.269
N -0.432 1.357 0.146
H -2.522 -1.947 -0.153
H -3.374 0.229 -0.996
H -0.178 -1.642 1.259
H -2.010 2.349 -0.754
H 3.232 0.359 -1.568
H 1.345 0.478 -2.091
H 1.522 1.242 1.954
H 1.630 -0.693 1.725
```

As for the HOMO-LUMO gap: 8.44 eV. The charge is +1. As for the max |F|: 0.06641 Eh/bohr. The calculation puts the LUMO energy at -5.760 eV. Its HOMO energy is -0.5217 hartree. The energy above the lowest of the compared OMol25 structures with the same formula, charge and spin comes out at 8.2 kcal per mole.

---

Record 4
Here is 2 unconnected molecules or ions with the total composition C4H5N at a distorted geometry from the OMol25 dataset. Energies are from ωB97M-V/def2-TZVPD.

XYZ file:
```
10
C4H5N (ωB97M-V/def2-TZVPD)
C 2.814 0.453 -0.149
C 1.722 0.028 -0.227
C -0.937 0.176 0.159
C -0.710 -1.123 -0.321
N -1.558 1.100 -0.415
H 3.826 0.497 0.153
H -0.509 0.263 1.241
H -0.115 -1.743 0.382
H -1.341 -1.578 -1.106
H -1.996 1.780 0.239
```

As for the HOMO-LUMO gap (alpha / beta): 8.46 / 7.42 eV. The charge is 0. As for the max |F|: 0.09410 Eh/bohr. The calculation puts the LUMO energy (alpha / beta) at -1.601 / -2.069 eV. Its HOMO energy (alpha / beta) is -0.3698 / -0.3488 hartree. The energy above the lowest of the compared OMol25 structures with the same formula, charge and spin comes out at 173.9 kcal per mole.

---

Question: Which of these has the highest charge?
Answer: C8H8N